{
  "formula": "C26H54Cl22O2",
  "method": "ωB97M-V/def2-TZVPD",
  "species": ["C", "O", "C", "C", "O", "C", "H", "H", "H", "H", "H", "H", "H", "H", "H", "H", "Cl", "C", "C", "Cl", "H", "H", "H", "H", "Cl", "C", "C", "Cl", "H", "H", "H", "H", "Cl", "C", "C", "Cl", "H", "H", "H", "H", "Cl", "C", "C", "Cl", "H", "H", "H", "H", "Cl", "C", "C", "Cl", "H", "H", "H", "H", "Cl", "C", "C", "Cl", "H", "H", "H", "H", "Cl", "C", "C", "Cl", "H", "H", "H", "H", "Cl", "C", "C", "Cl", "H", "H", "H", "H", "Cl", "C", "C", "Cl", "H", "H", "H", "H", "Cl", "C", "C", "Cl", "H", "H", "H", "H", "Cl", "C", "C", "Cl", "H", "H", "H", "H"],
  "positions_angstrom": [[2.05022, -2.17219, 2.55788], [1.26566, -1.80050, 1.45605], [0.36435, -0.79424, 1.69428], [-0.46713, -0.29916, 0.46890], [0.28873, 0.23872, -0.60113], [-0.55929, 0.94114, -1.65671], [2.76672, -2.93791, 2.26053], [1.39173, -2.48956, 3.36645], [2.65786, -1.38583, 3.00565], [0.78473, 0.09334, 2.16713], [-0.33541, -1.11560, 2.46575], [-1.17963, 0.37325, 0.94671], [-1.04530, -1.09403, -0.00226], [-1.35191, 1.48257, -1.14028], [-0.98076, 0.17743, -2.31033], [-0.07376, 1.74794, -2.20572], [-4.17808, -1.06899, -4.69555], [-5.03353, -1.82615, -3.34530], [-5.18286, -0.85746, -2.19711], [-3.59718, -0.28344, -1.63570], [-4.35467, -2.59311, -2.97248], [-5.96856, -2.23962, -3.72329], [-5.73661, -1.26174, -1.34975], [-5.75388, 0.03696, -2.44622], [2.89053, 4.14017, -0.36081], [1.20535, 3.73995, 0.16923], [0.86560, 4.34572, 1.42334], [1.80198, 3.68890, 2.80866], [1.12244, 2.66477, 0.32797], [0.52448, 4.20712, -0.54230], [-0.21180, 4.37714, 1.58562], [1.28363, 5.34188, 1.27841], [3.47624, -3.64483, -0.49353], [2.81842, -5.15852, 0.17458], [3.89390, -6.27648, 0.27447], [4.51284, -6.62487, -1.27983], [2.02036, -5.45725, -0.50510], [2.43914, -4.93881, 1.17256], [3.48194, -7.13292, 0.80822], [4.73351, -5.90707, 0.86328], [4.78716, -0.54666, 1.73337], [3.84671, 0.60720, 0.77931], [3.76535, 0.37254, -0.70850], [5.37680, 0.79930, -1.37976], [4.23769, 1.55187, 1.15725], [2.83352, 0.55227, 1.17746], [2.99801, 1.03564, -1.10799], [3.43768, -0.60746, -1.05538], [0.35947, 0.80764, -6.88807], [-0.96170, 1.40346, -5.79631], [-2.28431, 1.68227, -6.59473], [-2.06075, 3.07361, -7.71958], [-0.63050, 2.32712, -5.32170], [-1.05876, 0.58488, -5.08314], [-3.08161, 1.96891, -5.90898], [-2.65022, 0.83624, -7.17649], [2.87846, 2.28546, -3.66585], [2.11089, 3.88034, -3.67581], [3.09539, 5.01470, -3.67645], [2.25048, 6.59990, -3.82919], [1.33818, 3.91524, -2.90782], [1.55733, 3.92820, -4.61356], [3.82969, 4.93088, -4.47762], [3.72594, 5.06803, -2.78894], [-1.52224, 1.30367, 3.58801], [-0.66047, 0.74599, 4.99650], [-1.47114, -0.16881, 5.90046], [-1.59472, -1.84654, 5.26110], [-0.28554, 1.64070, 5.49352], [0.22787, 0.18854, 4.69950], [-2.49159, 0.19476, 6.02137], [-1.15503, -0.28362, 6.93728], [-2.90225, -2.85894, 1.36070], [-3.73861, -1.37553, 1.87971], [-4.60251, -1.60994, 3.11050], [-5.22745, -0.08711, 3.77283], [-4.30982, -0.98585, 1.03712], [-2.96335, -0.62841, 2.04965], [-4.00334, -2.09768, 3.87939], [-5.44886, -2.23555, 2.82695], [1.70917, -1.35831, -3.77985], [0.21165, -2.33178, -3.64938], [0.16859, -3.05868, -2.35766], [-1.50149, -3.67000, -2.24409], [0.24118, -3.07195, -4.44900], [-0.59894, -1.62952, -3.84399], [0.42159, -2.31250, -1.60446], [0.79953, -3.92526, -2.16007], [-4.47725, 3.65292, -0.20236], [-2.97418, 4.20703, -1.11403], [-3.08353, 3.98785, -2.65013], [-1.49210, 3.94357, -3.46861], [-2.09830, 3.67673, -0.74025], [-2.86704, 5.28944, -1.04332], [-3.66365, 4.82693, -3.03418], [-3.68820, 3.11575, -2.89892], [2.57686, -0.96189, 6.12726], [3.14298, -2.60864, 6.56970], [2.48275, -3.02978, 7.86945], [3.10077, -2.05526, 9.17548], [4.23104, -2.63450, 6.62937], [2.90918, -3.30312, 5.76277], [2.86990, -4.02101, 8.10538], [1.39765, -2.93199, 7.90258]],
  "mulliken_charge": [-1.00, 0.21, -0.27, -0.60, 0.74, -0.08, 0.18, 0.34, 0.26, 0.24, 0.02, 0.02, 0.11, 0.12, 0.01, -0.36, -0.13, -0.34, -0.80, 0.11, 0.15, 0.38, 0.33, 0.35, -0.13, 0.62, -0.64, -0.18, -0.61, 0.09, 0.35, 0.47, -0.09, -0.43, -0.49, -0.18, 0.35, 0.20, 0.37, 0.30, -0.20, 0.42, 0.92, -0.23, 0.42, -0.72, -0.46, -0.13, -0.19, 0.83, -0.35, -0.20, -0.28, -0.42, 0.20, 0.39, -0.10, 0.34, -0.46, -0.23, -0.52, 0.32, 0.41, 0.24, -0.09, -0.09, -0.47, -0.21, 0.43, -0.25, 0.33, 0.41, -0.17, 0.57, -0.36, -0.21, 0.07, -0.45, 0.20, 0.37, -0.15, -0.43, 0.42, -0.20, 0.47, -0.07, -0.33, 0.26, -0.20, 0.02, -0.64, -0.08, -0.28, 0.43, 0.53, 0.19, -0.16, -0.42, -0.42, -0.18, 0.38, 0.22, 0.29, 0.29],
  "smiles": "COCCOC.ClCCCl.ClCCCl.ClCCCl.ClCCCl.ClCCCl.ClCCCl.ClCCCl.ClCCCl.ClCCCl.ClCCCl.ClCCCl",
  "orbital_gap_ha": 0.364,
  "e_above_lowest_ev": 1.052,
  "lumo_ev": 0.17,
  "homo_energy_ha": -0.358
}

{
  "formula": "C4H2O2Pt",
  "method": "ωB97M-V/def2-TZVPD",
  "species": ["O", "C", "H", "C", "C", "C", "O", "Pt", "H"],
  "positions_angstrom": [[-2.01879, 0.60911, -0.31839], [-0.87927, 0.96375, -0.18280], [-0.59605, 2.03819, -0.21042], [0.36653, -0.85141, 1.79481], [0.41472, -0.09433, 0.79149], [0.58931, -0.07374, -0.64782], [0.64164, -1.10623, -1.32891], [1.55359, -0.35596, -2.64398], [-0.07167, -1.12938, 2.74602]],
  "mulliken_charge": [-0.29, 0.18, 0.42, -0.17, -0.14, 0.07, -0.33, 0.90, 0.35],
  "multiplicity": 4,
  "orbital_gap_ha": [0.243, 0.273],
  "e_above_lowest_ev": 0.000,
  "lumo_ev": [-6.27, -7.74],
  "s2": 3.80,
  "homo_energy_ha": [-0.474, -0.558],
  "total_charge": 1
}

{
  "formula": "C5H11NO",
  "method": "ωB97M-V/def2-TZVPD",
  "species": ["C", "C", "C", "C", "C", "N", "H", "H", "H", "H", "H", "H", "H", "H", "H", "O", "H", "H"],
  "positions_angstrom": [[2.08643, 1.72395, -2.10595], [1.01511, 0.74848, -1.73466], [1.08902, -0.17897, -0.77662], [-0.12154, -0.86255, -0.25859], [-0.36111, -1.14767, 1.01412], [-1.43393, -1.90597, 1.49686], [2.35388, 1.42742, -3.13753], [1.80521, 2.77680, -2.15735], [3.00312, 1.63532, -1.53471], [0.05507, 0.99433, -2.19712], [2.04691, -0.46675, -0.38371], [-0.69063, -1.26591, -1.09656], [0.25505, -0.62269, 1.74856], [-1.38422, -2.10488, 2.49060], [-1.57065, -2.70621, 0.90973], [-3.09209, 0.71823, 2.66928], [-2.43778, 1.34504, 2.41560], [-2.61786, -0.10798, 2.63804]],
  "mulliken_charge": [-1.13, 0.01, -0.45, -0.55, 0.03, -0.55, 0.28, 0.31, 0.31, 0.31, 0.34, 0.28, 0.35, 0.26, 0.22, -0.65, 0.31, 0.31],
  "smiles": "C/C=C/C=C/N.O",
  "orbital_gap_ha": 0.327,
  "e_above_lowest_ev": 2.169,
  "lumo_ev": 0.89,
  "homo_energy_ha": -0.295
}

{
  "formula": "C2H3O3",
  "method": "ωB97M-V/def2-TZVPD",
  "species": ["C", "C", "O", "O", "O", "H", "H", "H"],
  "positions_angstrom": [[-1.56497, 0.34672, -0.05894], [-0.90274, -0.67999, -0.07046], [3.31833, 0.15509, -0.07583], [1.09126, 0.42944, -0.11164], [2.15604, -0.29529, -0.01101], [-2.67037, 0.44016, 0.34347], [-1.00380, 1.28005, -0.18861], [-0.42374, -1.67616, 0.17302]],
  "mulliken_charge": [-0.43, 0.27, -0.11, -0.28, 0.46, 0.33, 0.36, 0.41],
  "orbital_gap_ha": [0.347, 0.347],
  "e_above_lowest_ev": 10.394,
  "lumo_ev": [-7.74, -7.74],
  "homo_energy_ha": [-0.631, -0.631],
  "total_charge": 1
}

{
  "formula": "C6H10O",
  "method": "ωB97M-V/def2-TZVPD",
  "species": ["C", "O", "C", "C", "C", "C", "C", "H", "H", "H", "H", "H", "H", "H", "H", "H", "H"],
  "positions_angstrom": [[1.89431, 0.55234, -1.52877], [1.23372, 1.07255, -0.36526], [0.20711, 0.49206, 0.20605], [-1.70060, -1.09212, 0.49710], [-0.40388, 1.41343, 1.22376], [-0.29957, -0.79777, -0.02321], [0.60756, -1.72471, -0.54185], [1.15545, 0.19543, -2.24924], [2.45813, 1.40319, -1.91691], [2.52481, -0.29008, -1.25296], [-2.44161, -0.37087, 0.12607], [-1.76566, -1.09511, 1.59387], [-2.00261, -2.08418, 0.14799], [-0.67241, 0.86769, 2.13248], [-1.32564, 1.84945, 0.81954], [0.28983, 2.22132, 1.46430], [0.16349, -2.73260, -0.39772]],
  "mulliken_charge": [-0.82, -0.31, 0.77, -1.35, -1.21, 0.71, -0.91, 0.38, 0.22, 0.37, 0.29, 0.30, 0.39, 0.31, 0.28, 0.36, 0.20],
  "orbital_gap_ha": 0.286,
  "e_above_lowest_ev": 3.665,
  "lumo_ev": 0.23,
  "homo_energy_ha": -0.278
}

{
  "formula": "C24H21IMgN4O2S5",
  "method": "ωB97M-V/def2-TZVPD",
  "species": ["Mg", "S", "C", "S", "C", "C", "S", "S", "S", "I", "C", "C", "C", "C", "C", "C", "C", "C", "C", "C", "H", "H", "H", "H", "H", "H", "N", "C", "N", "C", "C", "C", "C", "C", "H", "H", "H", "H", "H", "H", "H", "H", "H", "H", "C", "N", "C", "C", "C", "O", "N", "C", "O", "H", "H", "H", "H", "H"],
  "positions_angstrom": [[9.00794, 12.24874, 9.27978], [5.06895, 17.92573, 11.94999], [6.02241, 16.66030, 11.29052], [6.61552, 16.55163, 9.72946], [7.47146, 14.99842, 9.81988], [7.45144, 14.42592, 11.06455], [7.98740, 12.87324, 11.61818], [6.64016, 15.39031, 12.24236], [8.15308, 14.38707, 8.30334], [9.44203, 9.58763, 11.07041], [7.85983, 8.78046, 9.92015], [7.45695, 7.54629, 10.30986], [6.50128, 6.85882, 9.59585], [5.99953, 7.38282, 8.45287], [6.41543, 8.66012, 8.04535], [5.88181, 9.21353, 6.83486], [6.19377, 10.48170, 6.47852], [7.04929, 11.24223, 7.29341], [7.67478, 10.80699, 8.43468], [7.31751, 9.48219, 8.81358], [7.96391, 7.03955, 11.12168], [6.23328, 5.87374, 9.92161], [5.22844, 6.90652, 7.88705], [5.19295, 8.61430, 6.26898], [5.83560, 10.92441, 5.53802], [7.10915, 12.30811, 7.01911], [11.27673, 13.61187, 10.36701], [11.54479, 12.96008, 11.28314], [11.73076, 12.09194, 12.29406], [11.03643, 12.30292, 13.55401], [10.93836, 11.00291, 14.32176], [12.28544, 10.33516, 14.48047], [12.96638, 10.16480, 13.11970], [13.05082, 11.49253, 12.41678], [10.06132, 12.75142, 13.38971], [11.63739, 12.95681, 14.21622], [10.26615, 10.37669, 13.78454], [10.49091, 11.13988, 15.31362], [12.19722, 9.35453, 14.92545], [12.96129, 10.95300, 15.12768], [12.35272, 9.52962, 12.49012], [13.93598, 9.67211, 13.24391], [13.41788, 11.38501, 11.41062], [13.76722, 12.14794, 12.97112], [15.93402, 10.59258, 7.18484], [14.52283, 10.80186, 7.52069], [13.73168, 11.44916, 6.61503], [12.44711, 11.74577, 6.84207], [11.90918, 11.37466, 8.14412], [10.68416, 11.68714, 8.30516], [12.66262, 10.84615, 9.11246], [14.01599, 10.56516, 8.82104], [14.78621, 10.13025, 9.67827], [16.40151, 11.49844, 6.74889], [16.00092, 9.80002, 6.43296], [16.45808, 10.25138, 8.07869], [14.16445, 11.60204, 5.64040], [11.81002, 12.28817, 6.15096]],
  "mulliken_charge": [0.59, -0.41, 0.08, -0.16, 0.04, 0.15, -0.40, -0.14, -0.64, 0.12, 0.54, -0.69, -0.57, -0.82, 0.81, -0.76, -0.93, 0.00, -0.01, 0.25, 0.32, 0.35, 0.34, 0.29, 0.33, 0.02, -0.72, 0.34, 0.53, -0.48, -0.30, -0.81, -0.33, -0.49, 0.17, 0.29, 0.04, 0.34, 0.38, 0.31, 0.12, 0.35, -0.01, 0.27, -1.07, 0.12, 0.10, -1.17, 0.36, -0.31, -0.17, 0.46, -0.77, 0.33, 0.31, 0.34, 0.41, 0.39],
  "orbital_gap_ha": 0.196,
  "e_above_lowest_ev": 0.000,
  "lumo_ev": 4.10,
  "homo_energy_ha": -0.045,
  "total_charge": -2
}

no.,total energy (eV)
1,-307426.5664
2,-11503.0745
3,-8899.5285
4,-8245.8796
5,-8427.5752
6,-103010.9109